Entry a
ORCA calculation (wB97M-V/def2-TZVPD) on a 2-piece molecular cluster, C3H10N3 overall.

Structure (XYZ):
```
16
C3H10N3 (wB97M-V/def2-TZVPD)
C 2.268 1.580 0.054
N -0.535 -1.570 -1.293
H 1.668 1.953 0.830
H -2.850 -1.301 0.564
N 0.311 0.006 0.223
H -2.744 0.436 1.130
N 1.730 0.162 -0.076
H 3.385 1.497 0.472
H 2.199 2.191 -0.833
H -1.466 -2.036 -1.432
H 1.870 -0.228 -0.997
H 0.112 0.723 0.998
H -3.086 0.109 -0.670
C -2.902 -0.203 0.336
C -0.583 -0.702 -0.297
H 0.349 -2.111 -1.450
```

Properties
net charge	+1
lowest unoccupied orbital energy	-5.210	eV
HOMO-LUMO gap	8.0	eV
2S+1	1

Entry b
ORCA calculation (wB97M-V/def2-TZVPD) on a 2-piece molecular cluster, C3H10N3 overall.

Structure (XYZ):
```
16
C3H10N3 (wB97M-V/def2-TZVPD)
H -2.444 1.457 -0.709
H 3.227 0.594 -0.691
C -2.867 0.399 -0.938
H -2.822 0.339 -2.030
H 0.956 -1.852 1.992
H -0.213 0.672 -0.636
C 3.657 1.488 -1.088
N -0.659 -0.089 -0.091
C 0.352 -0.631 0.533
H -0.745 -1.459 2.003
H 4.602 1.883 -0.822
N -2.012 -0.424 -0.202
H -2.095 -1.493 -0.432
H 3.126 2.030 -1.887
N 0.212 -1.386 1.560
H -3.837 0.225 -0.486
```

Properties
net charge	+1
lowest unoccupied orbital energy (spin up / spin down)	-7.067 / -3.539	eV
HOMO-LUMO gap (spin up / spin down)	4.5 / 10.7	eV
2S+1	1

Entry c
ORCA calculation (wB97M-V/def2-TZVPD) on an isolated ion of composition C3H10N3 and charge +1.

Structure (XYZ):
```
16
C3H10N3 (wB97M-V/def2-TZVPD)
N 0.462 0.181 0.346
H -0.174 1.649 -1.112
N -0.581 -0.664 -0.357
C 1.743 -0.564 0.005
H 1.878 -0.549 -1.067
H -2.442 -1.708 -1.297
H -3.675 -1.017 -0.174
H 1.416 1.877 -0.722
H 0.218 2.370 0.550
N -2.709 -1.102 -0.498
H 0.211 0.180 1.362
C -1.753 -0.513 0.136
C 0.503 1.592 -0.206
H 2.666 -0.288 0.441
H -2.044 0.045 0.987
H 1.786 -1.597 0.287
```

Properties
net charge	+1
lowest unoccupied orbital energy	-3.025	eV
HOMO-LUMO gap	11.0	eV
structure (SMILES)	C[NH+](C)/N=C/N
2S+1	1

Entry d
ORCA calculation (wB97M-V/def2-TZVPD) on a 2-piece molecular cluster, C3H10N3 overall.

Structure (XYZ):
```
16
C3H10N3 (wB97M-V/def2-TZVPD)
H 1.066 2.635 -1.008
H -0.556 0.012 2.536
H -1.469 -1.924 -2.301
H -0.905 -0.741 1.073
N -1.785 -1.432 -0.299
C 1.258 0.908 0.013
C -1.095 -1.853 -1.284
N -0.185 -0.162 1.596
H -0.094 -2.211 -1.054
H 1.957 0.083 0.125
H 0.619 -0.769 1.762
H -2.656 -1.046 -0.663
H 2.470 1.807 -1.316
C 0.259 1.052 0.905
H -0.373 1.921 0.980
N 1.491 1.720 -1.065
```

Properties
net charge	+1
lowest unoccupied orbital energy	-2.916	eV
HOMO-LUMO gap	10.1	eV
2S+1	1

Q: What are the energies relative to the best structure? A: entry a 3.816; entry b 5.287; entry c 0.711; entry d 0.000, in eV.

Entry a
ORCA calculation (wB97M-V/def2-TZVPD) on C3H10N3 as an isolated structure.

Structure (XYZ):
```
16
C3H10N3 (wB97M-V/def2-TZVPD)
N -1.234 0.663 -0.305
C -1.130 -0.419 0.266
H 1.917 0.506 0.538
C -0.154 -1.445 0.626
H -2.257 1.023 -0.444
H 1.218 2.651 -0.484
H 2.735 0.624 -0.841
H 0.374 -2.060 -0.053
H -2.321 -2.165 0.391
N 0.972 1.693 -0.939
H -2.053 -1.472 1.981
N 1.813 0.566 -0.414
H 0.725 -1.310 1.241
C -1.695 -1.566 0.976
H 1.324 1.609 -1.859
H -0.234 1.103 -0.678
```

Properties
net charge	+1
lowest unoccupied orbital energy	-3.274	eV
HOMO-LUMO gap	10.9	eV
2S+1	1

Entry b
ORCA calculation (wB97M-V/def2-TZVPD) on an isolated ion of composition C3H10N3 and charge +1.

Structure (XYZ):
```
16
C3H10N3 (wB97M-V/def2-TZVPD)
C 0.167 -0.302 0.224
N -1.116 -1.112 0.197
H 1.299 0.249 1.956
H -1.041 -1.997 0.571
N 0.620 0.806 -0.483
H -0.850 1.786 -1.934
H -0.030 2.872 -0.650
H -1.916 -0.880 0.772
H 0.763 2.106 -2.096
H 1.191 -1.694 1.881
N 1.116 -0.531 -0.811
H -0.173 -0.632 2.384
H -1.370 -1.035 -0.814
H 0.583 -0.966 -1.652
C 0.063 1.929 -1.263
C 0.695 -0.600 1.717
```

Properties
net charge	+1
lowest unoccupied orbital energy	-3.954	eV
HOMO-LUMO gap	9.6	eV
structure (SMILES)	CN1N[C@]1(C)[NH3+]
2S+1	1

Q: What are the energies relative to the best structure? A: entry a 0.000; entry b 0.925, in eV.